84
Properties=species:S:1:pos:R:3:forces:R:3 method="wB97M-V/def2-TZVPD" orbital_gap_ev=4.17 fmax_ev_per_a=3.99 lumo_ev=0.02 e_tot_ha=-2293.66525 charge=-1
H -5.6397 -1.5750 -0.4893 0.0213 -0.0218 0.0558
C -1.6655 -3.7348 -3.9113 -0.0061 0.1068 0.1238
C 2.4143 3.7056 0.3356 -0.8255 -1.8219 -0.4406
C -3.2897 1.2168 6.1544 0.1285 0.0684 0.1570
C -3.5078 0.7463 4.8628 0.1377 0.0353 -0.0102
C -0.9586 1.5448 5.6407 -0.0734 -0.0090 0.0006
C -6.5196 -1.2193 1.4419 0.1145 0.0750 0.0837
C -3.4805 -6.1879 -6.2187 -0.1257 -0.1401 -0.1283
H -0.3456 1.0476 3.6514 -0.1616 -0.0419 -0.0729
O -0.9495 -5.1502 -5.6449 -0.1353 0.0120 0.0397
H 5.1250 -0.1453 1.1699 1.0481 0.5904 -0.0535
O -5.7868 0.3276 5.2601 0.0665 -0.0205 -0.1051
H 0.8023 -1.8244 -2.5902 -0.0572 -0.0279 -0.0003
C -2.6718 0.2342 2.5628 0.5492 0.0321 -0.3670
H 0.0364 1.8452 5.9479 -0.0480 -0.0110 -0.0433
H 0.4442 -3.5689 -4.2974 -0.1557 -0.0611 -0.0401
H -4.1099 1.2688 6.8603 -0.0384 -0.0768 -0.1572
O -1.7626 0.2431 1.7555 -0.1100 -0.0335 -0.0062
H 1.2607 2.0111 1.3493 0.5960 0.5937 -0.3537
C 6.1433 0.2728 0.9942 1.6207 1.2047 -0.2227
H 2.2245 4.3751 -4.6166 0.2812 0.9660 0.4109
H -6.8029 -6.6893 -5.7694 0.0530 0.0254 0.0137
C -4.0917 -3.8546 -3.3138 -0.4165 0.2556 0.4278
H 2.7573 2.7527 -1.6558 -0.6685 0.5126 0.3710
H -3.4233 -0.7123 0.1647 0.0645 0.0948 0.2062
O 1.7275 4.6016 -1.8739 0.4286 -0.5700 -1.8409
C 6.0745 2.7047 3.8824 1.7596 1.1879 2.9012
C 8.7400 1.3625 0.4864 -2.6545 0.5144 1.3915
H 3.4644 4.0738 0.3969 -0.9072 -0.1030 -0.2171
C -6.3164 -0.7367 2.7271 -0.1459 -0.0996 -0.1680
H -7.4911 -1.6070 1.1578 0.0538 0.0244 0.0150
C -4.7561 -6.6907 -6.4285 0.0418 0.0710 0.0859
O -5.0121 -3.5010 -2.5996 0.0603 -0.0451 -0.1035
C 6.5552 1.5368 1.5625 -0.4376 0.7057 0.6273
H 4.1808 0.9743 3.3202 0.2146 0.7042 0.1415
N 4.2164 1.6480 2.5605 0.2424 0.6352 -0.3212
H -4.9327 -7.3979 -7.2307 0.0194 0.0355 0.0459
C 5.5163 2.3146 2.4542 0.6601 0.0501 -0.4464
H 1.6900 4.4229 0.7953 0.7129 -0.2697 -0.5680
O 7.2791 3.1035 4.1102 -1.4664 -0.8143 -2.2347
C -5.4785 -1.2038 0.5171 0.0166 0.0298 0.0244
C 3.0747 2.5805 2.5665 -0.8984 -1.7832 -0.7865
C -4.3103 -4.8588 -4.3850 -0.0075 -0.1420 -0.1487
H -3.3567 -1.9350 -1.5825 -0.0436 -0.1685 -0.1297
C 2.3086 2.3568 1.1541 0.7144 0.9601 0.7326
C -5.5862 -5.3765 -4.5898 -0.1462 -0.1169 -0.1121
O 5.2547 2.6572 4.8356 -0.7023 -0.5300 -1.1857
H -6.4083 -5.0638 -3.9573 0.1616 0.0844 0.0330
C -2.7343 -3.2848 -3.1340 0.1333 0.0191 -0.0480
H 5.3299 3.2844 1.9073 0.2421 -0.8182 0.5702
H 2.3665 2.2700 3.3766 0.6270 0.4402 -0.4547
H -2.6646 -6.5051 -6.8572 0.0521 0.1101 0.1472
O 3.9225 5.0779 -2.0650 -0.3351 -0.2330 -0.1782
H -1.8494 1.9778 7.5487 -0.0081 -0.0201 -0.0566
H 3.3598 3.6482 2.7315 -0.1410 -0.8687 -0.1382
C -1.1749 1.0921 4.3475 0.1857 0.0960 0.1239
C -2.4496 0.6980 3.9528 -0.0127 0.0392 0.2164
C 7.8525 2.1736 1.3481 -0.1352 -3.5132 -1.8871
H 2.8150 1.5170 0.6020 -0.2988 0.8691 0.6345
C -1.8789 -4.7536 -4.9690 0.5544 -0.1396 -0.2866
C 2.7148 5.2634 -4.1303 -0.7282 -0.3477 0.4304
C -4.2321 -0.7188 0.8845 -0.2036 -0.1160 -0.1573
H -7.1305 -0.7481 3.4419 0.1573 0.0861 0.0606
C -2.5282 -2.2965 -2.1778 0.1727 0.1540 0.0964
C 1.9702 3.3646 -1.1474 0.5596 0.3915 2.1789
H 1.0280 2.7681 -1.0439 0.5915 0.7662 -0.5919
C -4.8625 0.2830 4.4701 -0.3985 0.0601 0.4545
C -5.8080 -6.2903 -5.6090 0.0878 0.0483 0.0272
C -0.1896 -2.2321 -2.7458 -0.0851 -0.0530 -0.0458
C -1.2604 -1.7665 -1.9874 -0.0345 -0.0313 -0.0242
C -0.3909 -3.2134 -3.7061 0.1092 0.1320 0.0878
C -4.0207 -0.2478 2.1754 -0.1653 -0.0448 -0.0082
C -5.0675 -0.2445 3.0968 -0.0213 -0.0881 -0.1762
C 2.8489 4.9707 -2.5972 0.6082 0.5407 -0.2473
N 6.9778 -0.4336 0.1767 0.2533 1.4785 0.9868
H 9.7656 1.7252 0.2432 -0.9822 -0.6168 0.0965
C 8.1924 0.1186 -0.0119 1.5806 0.5598 -0.4811
C -3.2518 -5.2747 -5.1935 -0.2278 -0.0473 -0.0210
H -1.1043 -0.9909 -1.2456 -0.0031 -0.0595 -0.0082
H 2.0791 6.1792 -4.2790 0.5406 -0.9549 0.0422
H 8.1484 3.1397 1.7986 -0.4771 -0.8650 -0.1979
H 3.7253 5.4060 -4.5920 -0.9348 -0.0386 0.7337
C -2.0182 1.6156 6.5413 -0.0460 -0.0550 -0.1193
H 8.8831 -0.4679 -0.6750 -0.7526 0.4524 0.6160



46
Properties=species:S:1:pos:R:3:forces:R:3 method="wB97M-V/def2-TZVPD" orbital_gap_ev=9.62 fmax_ev_per_a=1.16 lumo_ev=-3.11 e_tot_ha=-5494.05804 charge=+1
C -1.0844 -4.4728 -3.9520 -0.0075 -0.1533 0.0676
H -1.2565 1.1379 1.0294 0.4932 -0.0894 0.5153
S -0.3012 -0.5492 3.4750 0.0838 0.0556 -0.0813
O 2.0650 5.5690 1.3506 0.1158 -0.2695 -0.1822
H -1.1917 -4.4461 -1.7650 0.0883 -0.0289 0.0136
O -1.5957 4.3654 0.3877 0.0637 -0.0910 0.1829
H -2.2075 -1.8471 5.2601 0.0046 -0.0069 -0.0083
O 0.5762 -3.7103 -2.5194 -0.0216 -0.0227 0.0352
C -0.8547 -3.8337 -2.5959 -0.0982 0.0734 -0.0275
C 2.6117 4.6760 0.7955 -0.2682 0.2414 0.2183
O -1.2732 -0.5419 2.4323 -0.0723 -0.1959 -0.0486
H 0.7295 1.6972 -3.1881 -0.0521 -0.0407 -0.0603
O 1.4048 -2.0345 -4.1409 -0.0866 0.1543 0.1049
H -0.3169 -3.4126 5.2715 -0.0137 -0.0056 -0.1119
F -1.6041 0.2707 -3.3476 -0.1255 -0.0344 -0.2441
Br 0.8640 4.3689 -1.9561 0.1302 0.1748 -0.2174
S 1.1829 -3.4302 -3.9696 0.0808 -0.0586 -0.0430
O 0.0926 -2.0489 3.7775 -0.0525 -0.0740 -0.0256
P 0.7642 2.9234 -0.3752 -0.2297 0.0345 0.0357
C -0.0925 -2.3547 5.1781 0.0650 0.0289 0.1467
H -1.3044 -2.8406 -2.5375 -0.0081 -0.0030 -0.0046
O 2.2335 -4.3472 -4.2036 0.0166 -0.0109 0.0552
H 2.1822 1.2282 -1.2008 0.0076 -0.0316 -0.0317
H 1.6729 3.0594 1.8147 0.0526 -0.1024 -0.0241
H 0.8265 -2.1158 5.7121 -0.0057 0.0159 0.0044
C -1.2438 -1.4550 5.5844 -0.0900 -0.1327 -0.0019
H -0.8855 -5.5445 -3.9400 0.0099 0.0021 0.0199
H -2.0734 -4.2804 -4.3569 0.0406 0.0643 -0.0664
H -2.2364 2.2125 1.8186 0.1038 -0.1126 0.1927
N -1.3451 2.0949 1.3469 -0.8985 0.3740 -0.6374
H -2.1461 4.5137 -0.3869 0.0125 0.1530 -0.0151
H 2.9102 2.5394 0.6202 -0.0230 -0.0082 0.0814
O -0.9731 -0.2298 4.8676 0.0284 0.0610 0.0647
C 0.4334 0.9836 -2.4212 0.0118 -0.2381 -0.0128
H 0.8066 0.5417 -0.3392 0.0745 0.1059 0.1055
H 0.7462 -0.0111 -2.7470 0.0996 0.0391 -0.0405
O 0.8536 0.2646 3.3228 0.0458 0.0624 -0.0137
B -1.0060 3.1550 0.5226 0.1010 -0.0412 -0.0950
F -1.6112 2.1893 -2.3444 -0.0055 0.0458 0.0741
H -1.2675 -1.2315 6.6461 0.0491 0.0998 -0.0212
C 1.0988 1.2890 -1.0837 0.1384 -0.0905 -0.0708
C -1.0709 0.9462 -2.3445 0.0089 0.0432 0.1864
F -1.4903 0.3625 -1.1954 -0.0116 -0.0906 -0.0118
C 2.1014 3.2397 0.8236 0.0905 -0.0336 0.1025
O -0.1142 -3.8262 -4.7938 -0.0822 0.1023 -0.0618
I 4.3903 4.9355 -0.3326 0.1357 0.0349 -0.0479



31
Properties=species:S:1:pos:R:3:forces:R:3 method="wB97M-V/def2-TZVPD" orbital_gap_ev=8.03 fmax_ev_per_a=2.89 lumo_ev=0.02 smiles=c1ccc(-c2ccn3c(-c4cnsc4)cnc3c2)cc1 e_tot_ha=-1178.74721 relative_energy_kcal_mol=0.0 charge=0
C -2.3182 3.8375 -0.9868 0.6528 -0.8116 0.4992
C 4.2940 -1.5276 1.6699 -1.2637 0.3164 -0.5485
H 1.2646 -3.5902 0.3046 0.0600 0.3264 0.0423
H -1.2251 3.7994 -1.1143 -0.5304 0.2344 0.0054
H -5.2176 2.2423 -0.7335 -0.7016 -0.2517 0.1297
C 3.2755 -3.6261 1.0634 -0.2294 0.9118 0.2449
H 5.0890 -0.9224 2.0726 0.2106 -0.0282 0.0286
H -0.6328 2.1881 0.6061 -0.4800 1.1556 0.2040
N -1.4457 0.6341 -0.5822 1.2625 1.9688 1.6358
C 2.0865 -2.9671 0.6496 1.8410 -1.5492 0.5110
H 3.3620 -4.7038 1.0499 -0.2269 -0.0496 -0.1636
C -3.1130 2.6256 -0.9775 0.6505 -0.0940 0.5394
H 3.1278 0.1856 1.2221 -0.1338 0.6235 0.0380
C 0.6143 0.4928 0.6495 -1.5354 0.3284 -0.7604
H -4.0172 0.2553 -2.4360 0.1732 -0.0445 -0.1472
C -0.4940 1.2101 0.2547 1.0717 -2.6598 -0.3620
C 4.3728 -2.9068 1.5808 -0.5971 -0.5356 -0.2319
C 0.8170 -0.9069 0.2084 -1.5624 1.2499 -0.4378
C -3.0929 0.2230 -1.8772 0.2722 -1.0188 0.0393
N -2.3036 -0.9334 -1.8511 -1.8668 0.4481 -0.6679
C 2.0335 -1.5885 0.6997 -0.2347 0.0975 -0.2114
H -0.0998 -2.4888 -1.0258 -0.0302 0.4459 0.1694
S -4.5865 4.7011 -0.6205 1.4701 -1.5740 -0.0722
C -0.1710 -1.4741 -0.6264 0.6207 1.4681 0.8056
N -2.8993 4.9670 -0.7329 -1.4248 -0.1473 -0.4511
C 3.1280 -0.8781 1.2110 0.7430 -1.0409 0.1083
C -4.4219 2.9415 -0.7827 0.6081 1.7464 -0.0735
H 1.2391 1.0969 1.3187 0.1334 -0.9391 -0.2816
C -2.5959 1.2364 -1.0898 -0.1106 -1.1375 -1.1976
H 5.2572 -3.4517 1.9171 -0.2560 0.2123 -0.1066
C -1.3271 -0.6710 -1.0417 1.4140 0.3485 0.7124